Entry 1:
# CH3O4P2

A 2-piece molecular cluster, CH3O4P2 overall (ωB97M-V/def2-TZVPD, OMol25).

Values from the calculation:
2S+1: 1
ΔE to the lowest compared entry with this formula, charge and spin: 3.7901 eV
lowest unoccupied orbital energy: 4.1216 eV
charge: -1

Positions of all 10 atoms, in Å:
C (-1.999, -0.038, 0.344)
O (-2.747, -0.759, -0.284)
O (-1.566, -0.020, 1.488)
O (-2.363, 1.425, -2.036)
O (1.245, -0.348, 1.755)
P (-1.414, 0.142, -2.470)
P (-1.183, 1.386, -0.787)
H (0.992, -1.274, 1.828)
H (0.393, 0.115, 1.704)
H (-0.517, 0.889, -3.285)

***

Entry 2:
# C31H33N3O3RuS2

C31H33N3O3RuS2 as an isolated structure (ωB97M-V/def2-TZVPD, OMol25).

Values from the calculation:
2S+1: 1
ΔE to the lowest compared entry with this formula, charge and spin: 2.0111 eV
lowest unoccupied orbital energy (alpha / beta): -8.8317 / -8.8248 eV
charge: +2

Positions of all 73 atoms, in Å:
Ru (0.279, 0.252, 0.143)
C (-1.205, 0.275, 7.176)
C (0.029, 0.960, 6.559)
C (0.010, 2.441, 6.943)
C (1.309, 0.321, 7.123)
C (-0.017, 0.753, 5.057)
C (0.093, -0.529, 4.514)
C (0.069, -0.715, 3.149)
N (-0.050, 0.317, 2.305)
C (-0.184, 1.562, 2.800)
C (-0.186, 1.805, 4.156)
C (-0.376, 2.579, 1.769)
C (-0.284, 3.941, 1.946)
C (-0.487, 4.811, 0.873)
C (-0.834, 4.223, -0.348)
C (-0.901, 2.856, -0.460)
N (-0.661, 2.036, 0.578)
C (-0.298, 6.310, 0.986)
C (0.977, 6.674, 0.198)
C (-1.498, 7.041, 0.360)
C (-0.132, 6.771, 2.435)
H (-1.191, 0.414, 8.257)
H (-1.215, -0.797, 6.973)
H (-2.129, 0.710, 6.789)
H (0.105, 2.529, 8.025)
H (-0.929, 2.922, 6.661)
H (0.847, 2.985, 6.498)
H (1.361, 0.511, 8.195)
H (2.202, 0.748, 6.660)
H (1.327, -0.760, 6.978)
H (0.200, -1.396, 5.149)
H (0.157, -1.697, 2.712)
H (-0.324, 2.814, 4.513)
H (-0.028, 4.327, 2.922)
H (-1.035, 4.829, -1.219)
H (-1.162, 2.384, -1.399)
H (0.913, 6.351, -0.842)
H (1.860, 6.222, 0.652)
H (1.104, 7.757, 0.210)
H (-1.544, 6.905, -0.721)
H (-1.397, 8.109, 0.548)
H (-2.441, 6.708, 0.798)
H (0.770, 6.359, 2.893)
H (-1.000, 6.509, 3.045)
H (-0.031, 7.855, 2.454)
O (1.649, -1.700, 1.187)
S (2.358, -1.977, -0.059)
O (2.208, -3.255, -0.647)
N (1.759, -0.672, -0.968)
C (2.572, 0.378, -0.670)
O (2.028, 1.494, -0.495)
C (3.959, -0.003, -0.373)
C (5.106, 0.766, -0.410)
C (6.307, 0.144, -0.082)
C (6.345, -1.196, 0.292)
C (5.187, -1.970, 0.346)
C (4.010, -1.347, 0.002)
H (5.060, 1.804, -0.709)
H (7.228, 0.709, -0.124)
H (7.293, -1.652, 0.543)
H (5.215, -3.010, 0.641)
S (-1.336, -1.092, -0.671)
C (-2.904, -0.446, -0.411)
C (-3.299, 0.009, 0.865)
C (-4.603, 0.400, 1.063)
C (-5.512, 0.366, 0.003)
C (-5.119, -0.068, -1.263)
C (-3.825, -0.491, -1.477)
H (-2.584, 0.011, 1.675)
H (-4.927, 0.717, 2.045)
H (-6.538, 0.668, 0.167)
H (-5.831, -0.098, -2.077)
H (-3.515, -0.860, -2.446)

***

Entry 3:
# C3H6O

A 2-piece molecular cluster, C3H6O overall (ωB97M-V/def2-TZVPD, OMol25).

Values from the calculation:
2S+1: 1
ΔE to the lowest compared entry with this formula, charge and spin: 2.9896 eV
SMILES: C=C.C=O
lowest unoccupied orbital energy: 0.3751 eV

Positions of all 10 atoms, in Å:
C (2.189, 0.387, 0.103)
C (1.958, -0.625, -0.735)
H (1.402, 1.135, 0.291)
H (3.047, 0.432, 0.678)
H (1.039, -1.029, -0.928)
H (3.006, -1.148, -1.033)
C (-2.069, -0.029, 0.842)
O (-2.108, 0.359, -0.365)
H (-2.427, 0.471, 1.728)
H (-1.676, -1.130, 0.922)

***

Entry 4:
# C3H36O14

A 15-piece molecular cluster, C3H36O14 overall (ωB97M-V/def2-TZVPD, OMol25).

Values from the calculation:
2S+1: 1
ΔE to the lowest compared entry with this formula, charge and spin: 0.0000 eV
lowest unoccupied orbital energy: -0.3850 eV

Positions of all 53 atoms, in Å:
C (-1.298, -3.046, -1.664)
C (-1.018, -3.847, -0.405)
C (-2.137, -3.657, 0.565)
H (-2.088, -3.241, -2.408)
H (-0.389, -2.914, -2.229)
H (-1.518, -1.982, -1.456)
H (-0.015, -3.639, 0.031)
H (-0.830, -4.884, -0.721)
H (-1.954, -4.258, 1.490)
H (-2.124, -2.621, 0.919)
H (-3.030, -3.905, 0.017)
H (-0.779, -0.291, -3.267)
H (0.374, -0.795, -2.554)
O (-0.279, -1.122, -3.186)
H (2.054, 1.342, -1.160)
H (1.556, 2.253, -2.277)
O (1.437, 1.371, -1.923)
H (2.659, 2.852, 2.492)
H (2.321, 1.403, 2.963)
O (2.954, 1.937, 2.458)
H (1.274, -2.609, 2.126)
H (2.046, -1.270, 1.825)
O (1.954, -2.213, 1.578)
H (3.374, -2.069, -0.958)
H (2.413, -1.077, -1.764)
O (3.281, -1.209, -1.385)
H (3.102, -0.629, 3.093)
H (2.185, -0.941, 4.266)
O (2.217, -0.440, 3.438)
H (-2.876, 0.185, 1.585)
H (-1.599, -0.785, 1.321)
O (-1.924, 0.095, 1.512)
H (-0.171, 4.417, -1.469)
H (1.246, 3.900, -1.515)
O (0.740, 4.711, -1.594)
H (0.170, 2.546, 0.860)
H (0.313, 1.289, -0.002)
O (-0.177, 2.115, 0.067)
H (-3.712, -1.403, -2.246)
H (-3.371, 0.078, -1.897)
O (-4.093, -0.564, -1.977)
H (-1.174, 2.206, 2.831)
H (-0.012, 2.389, 3.782)
O (-0.241, 2.436, 2.848)
H (-1.601, 3.082, 0.415)
H (-2.456, 3.102, 1.640)
O (-2.365, 3.576, 0.811)
H (-1.386, 1.815, -1.888)
H (-1.434, 2.459, -3.339)
O (-1.504, 1.647, -2.830)
H (3.526, 0.027, 0.062)
H (3.399, 1.387, 0.872)
O (2.960, 0.792, 0.249)

***

Entry 5:
# CH3N3O2

A 2-piece molecular cluster, CH3N3O2 overall (ωB97M-V/def2-TZVPD, OMol25).

Values from the calculation:
2S+1: 1
ΔE to the lowest compared entry with this formula, charge and spin: 2.7678 eV
SMILES: N#[N+][O-].NC=O
lowest unoccupied orbital energy: 0.7551 eV

Positions of all 9 atoms, in Å:
N (1.366, 0.689, -0.682)
N (2.344, 0.453, -0.213)
O (3.424, 0.383, 0.195)
N (-1.692, 0.269, 0.086)
C (-0.615, -0.622, 0.118)
O (-0.651, -1.579, -0.617)
H (-1.907, 0.735, 0.915)
H (-2.422, 0.000, -0.655)
H (0.153, -0.328, 0.854)

***

Entry 6:
# C23H32N5O2SSeTi

C23H32N5O2SSeTi as an isolated structure (ωB97M-V/def2-TZVPD, OMol25).

Values from the calculation:
2S+1: 2
ΔE to the lowest compared entry with this formula, charge and spin: 4.5003 eV
<S²>: 0.758
lowest unoccupied orbital energy (alpha / beta): -0.7101 / -0.7624 eV

Positions of all 65 atoms, in Å:
Ti (-0.427, 0.293, -0.061)
C (2.347, -0.447, 0.981)
C (1.346, -0.783, 2.085)
N (0.158, 0.118, 2.018)
C (0.283, 1.460, 2.637)
C (1.034, 2.445, 1.722)
N (0.833, 2.148, 0.283)
C (2.034, 2.125, -0.589)
C (2.209, 0.727, -1.238)
N (1.649, -0.288, -0.324)
H (3.084, -1.247, 0.910)
H (2.878, 0.479, 1.206)
H (1.818, -0.726, 3.069)
H (0.987, -1.800, 1.915)
H (-0.626, -0.369, 2.440)
H (0.799, 1.390, 3.598)
H (-0.726, 1.826, 2.809)
H (2.103, 2.399, 1.925)
H (0.710, 3.460, 1.952)
H (0.076, 2.704, -0.117)
H (2.907, 2.368, 0.015)
H (1.955, 2.888, -1.360)
H (3.260, 0.538, -1.470)
H (1.648, 0.683, -2.172)
H (1.615, -1.235, -0.748)
Se (0.518, -3.403, -0.419)
C (1.641, -4.934, -0.250)
C (3.019, -4.869, -0.015)
C (3.769, -6.026, 0.108)
N (3.271, -7.262, 0.021)
C (1.954, -7.328, -0.199)
C (1.121, -6.230, -0.338)
H (3.508, -3.905, 0.070)
H (4.838, -5.956, 0.288)
H (1.535, -8.328, -0.269)
H (0.062, -6.375, -0.512)
C (-4.278, 1.427, 1.868)
S (-2.780, 1.872, 0.799)
O (-1.635, 1.656, -0.671)
C (-3.611, 3.247, 0.053)
C (-4.150, 3.120, -1.224)
C (-4.845, 4.180, -1.785)
C (-5.000, 5.371, -1.082)
C (-4.442, 5.502, 0.182)
C (-3.742, 4.441, 0.748)
H (-5.172, 1.422, 1.246)
H (-4.374, 2.155, 2.679)
H (-4.084, 0.434, 2.276)
H (-4.005, 2.195, -1.767)
H (-5.269, 4.079, -2.776)
H (-5.552, 6.192, -1.519)
H (-4.547, 6.430, 0.729)
H (-3.302, 4.538, 1.733)
O (-1.619, -1.143, 0.293)
N (-2.189, -1.028, -0.974)
C (-3.557, -0.881, -1.023)
C (-4.149, -0.694, -2.231)
C (-3.392, -0.625, -3.419)
C (-2.010, -0.756, -3.331)
C (-1.406, -0.959, -2.117)
H (-4.061, -0.961, -0.076)
H (-5.228, -0.619, -2.255)
H (-3.875, -0.493, -4.376)
H (-1.380, -0.724, -4.208)
H (-0.339, -1.140, -2.021)